No. 1
{
  "formula": "C5H38N2O13",
  "method": "ωB97M-V/def2-TZVPD",
  "homo_energy_ev": -9.3,
  "energy_ev": -35398.89982,
  "charge": 0,
  "homo_lumo_gap_ev": 9.62,
  "de_lowest_kcal_mol": 80.10,
  "e_lumo_ha": 0.0108,
  "symbols": ["O", "O", "O", "O", "O", "O", "O", "O", "O", "O", "O", "O", "O", "N", "N", "C", "C", "C", "C", "C", "H", "H", "H", "H", "H", "H", "H", "H", "H", "H", "H", "H", "H", "H", "H", "H", "H", "H", "H", "H", "H", "H", "H", "H", "H", "H", "H", "H", "H", "H", "H", "H", "H", "H", "H", "H", "H", "H"],
  "coordinates": [[2.71, 1.16, -2.81], [-2.08, 3.60, -2.02], [-3.50, 0.18, 0.02], [0.53, 3.10, 0.09], [1.03, -0.93, 3.19], [-3.15, 1.37, 2.29], [-1.65, -0.86, 2.93], [-2.42, 4.15, 0.57], [2.68, -0.26, 0.81], [-0.10, -1.03, -3.00], [-0.03, 1.69, -2.97], [-1.17, 3.01, 2.44], [1.91, -3.76, -3.08], [-0.55, 0.10, -0.09], [1.12, -2.57, 0.72], [2.60, -2.70, 0.59], [3.26, -1.38, 0.22], [-0.80, -1.34, -0.32], [0.40, -2.30, -0.51], [0.62, -3.86, 1.28], [0.98, 3.53, 0.82], [-0.85, -0.53, 2.50], [3.40, -1.28, -0.86], [-0.15, -3.60, 2.00], [-1.23, 3.68, 3.13], [1.89, -0.89, 3.64], [-0.27, -1.11, -3.96], [-3.95, 0.47, -0.79], [-1.92, 2.36, 2.53], [-2.69, 0.51, 2.41], [0.20, -4.54, 0.54], [-0.89, 2.12, -2.81], [-1.41, -1.32, -1.23], [-1.67, 4.34, 1.16], [1.09, -1.54, 2.44], [-0.01, -3.22, -0.99], [-0.30, 2.92, 0.56], [-3.73, 1.29, 1.51], [-2.80, 3.44, 1.09], [2.82, -3.57, -0.07], [1.42, -4.41, 1.78], [-1.38, -1.72, 0.53], [1.78, -0.05, 0.56], [2.40, 0.67, -2.05], [-0.13, -0.05, -2.90], [-1.29, 4.15, -2.05], [4.28, -1.50, 0.59], [1.95, -4.12, -2.20], [0.21, 0.40, -0.70], [-1.28, -0.78, 3.82], [1.09, -3.48, -3.46], [-0.20, 0.38, 0.83], [2.10, 1.07, -3.54], [-2.26, 3.65, -1.04], [0.89, -1.78, -1.33], [-2.59, 0.11, -0.32], [0.64, 2.36, -2.80], [2.96, -3.06, 1.58]]
}

---

No. 2
{
  "formula": "C5H38N2O13",
  "method": "ωB97M-V/def2-TZVPD",
  "homo_energy_ev": -15.5,
  "energy_ev": -35386.10202,
  "charge": 2,
  "homo_lumo_gap_ev": 10.57,
  "de_lowest_kcal_mol": 12.52,
  "e_lumo_ha": -0.1824,
  "symbols": ["O", "O", "O", "O", "O", "O", "O", "O", "O", "O", "O", "O", "O", "N", "N", "C", "C", "C", "C", "C", "H", "H", "H", "H", "H", "H", "H", "H", "H", "H", "H", "H", "H", "H", "H", "H", "H", "H", "H", "H", "H", "H", "H", "H", "H", "H", "H", "H", "H", "H", "H", "H", "H", "H", "H", "H", "H", "H"],
  "coordinates": [[-1.76, 2.19, 2.56], [2.26, 0.01, -3.67], [-1.85, 0.35, 5.16], [-2.96, 1.22, -1.32], [-0.02, -1.44, 4.61], [-0.23, -2.93, 2.53], [-0.05, -1.05, -3.31], [0.70, 4.04, -1.61], [2.09, -2.55, -2.13], [-3.41, -2.58, 1.12], [-1.22, 1.45, -3.37], [4.53, -1.88, -2.66], [-1.52, 3.14, 0.08], [0.50, 1.33, -1.64], [-1.28, -0.78, 1.10], [0.73, -2.17, 1.81], [0.92, -0.60, -0.05], [1.69, 1.79, 0.45], [0.24, -0.82, 1.32], [1.07, 0.90, -0.29], [-1.46, 1.86, 3.41], [0.78, 0.56, -2.34], [-2.14, 2.47, -0.27], [-0.29, -2.58, 3.46], [0.47, 0.02, 1.99], [-1.22, 2.21, -3.97], [5.36, -1.92, -2.16], [3.08, -2.68, -2.24], [0.71, 2.35, -1.85], [1.98, -0.92, -0.14], [-0.51, 1.27, -1.50], [0.36, -1.11, -0.82], [0.66, -1.65, 5.27], [-1.76, -0.31, 1.86], [-2.81, 1.70, -2.14], [-0.11, 3.89, -1.09], [-1.35, 2.94, 1.01], [2.97, 0.36, -4.23], [1.63, -2.11, 2.45], [0.81, -1.43, -3.05], [-0.42, -0.58, 4.84], [-1.53, -0.17, 0.31], [-0.97, 0.69, -3.89], [2.66, -0.85, -3.50], [2.15, 1.57, 1.41], [-0.10, -1.30, -4.24], [1.13, 4.70, -1.05], [-3.91, 1.09, -1.21], [-2.30, 2.98, 2.68], [0.81, -2.84, 0.94], [-1.66, -1.75, 1.07], [-2.60, -0.25, 5.13], [-1.99, 0.98, 5.88], [4.77, -2.32, -3.49], [-3.24, -3.50, 0.94], [1.79, 2.85, 0.18], [-3.96, -2.37, 1.89], [1.79, -3.46, -2.19]]
}

---

No. 3
{
  "formula": "C5H38N2O14",
  "method": "ωB97M-V/def2-TZVPD",
  "homo_energy_ev": -9.3,
  "energy_ev": -37445.68071,
  "charge": 0,
  "homo_lumo_gap_ev": 9.36,
  "de_lowest_kcal_mol": 131.08,
  "e_lumo_ha": 0.0017,
  "symbols": ["O", "O", "O", "O", "O", "O", "O", "O", "O", "O", "O", "O", "O", "O", "N", "N", "C", "C", "C", "C", "C", "H", "H", "H", "H", "H", "H", "H", "H", "H", "H", "H", "H", "H", "H", "H", "H", "H", "H", "H", "H", "H", "H", "H", "H", "H", "H", "H", "H", "H", "H", "H", "H", "H", "H", "H", "H", "H", "H"],
  "coordinates": [[-3.65, -0.80, 1.06], [3.78, -1.42, 0.82], [0.36, 0.79, -4.31], [0.61, -2.48, 2.98], [-0.63, -2.94, 0.11], [3.22, 1.24, 2.24], [3.81, 1.25, -0.94], [0.36, 2.24, -1.76], [3.22, -1.70, 3.48], [-3.42, 2.33, -2.58], [-2.86, 0.02, -3.92], [-2.07, -2.03, 3.18], [-3.60, -1.60, -1.80], [2.56, 3.65, -0.98], [-0.92, -0.24, -1.71], [0.22, 1.52, 2.38], [-1.09, 2.20, 2.42], [-0.27, -0.52, 0.71], [0.38, 0.85, 1.06], [0.01, -0.89, -0.75], [-0.39, -2.41, -0.96], [-0.50, 1.24, -4.43], [0.30, -2.52, 2.09], [3.22, 2.02, -1.02], [1.07, -0.78, -1.01], [-4.18, -1.53, 1.40], [-1.48, 2.36, 1.34], [-0.25, -2.94, -1.88], [1.43, 0.84, 0.68], [1.92, 4.19, -0.47], [3.29, -0.82, 3.87], [1.82, 3.39, -1.58], [3.26, 1.68, 1.39], [0.15, 0.77, 3.06], [-2.22, -2.84, 2.68], [-0.91, 3.23, 2.79], [-2.69, 1.90, -2.12], [-0.61, -0.40, -2.69], [-1.95, -0.32, -1.60], [-1.11, -2.21, 3.33], [-3.16, -0.42, -3.14], [-2.80, -0.89, 1.53], [0.66, 0.61, -5.23], [-0.40, 1.57, -1.75], [-1.25, -0.63, 1.09], [0.02, 1.56, 0.30], [2.47, 1.66, 2.66], [-2.67, 0.96, -3.84], [1.56, -2.38, 3.15], [3.56, -1.61, 2.58], [-3.49, -1.46, -0.85], [0.15, -1.31, 1.30], [0.83, 1.75, -2.44], [-1.83, 1.73, 3.01], [-4.10, 1.65, -2.51], [4.67, 1.72, -0.91], [4.31, -1.80, 0.11], [3.71, -0.46, 0.79], [-3.31, -2.45, -2.10]]
}

---

No. 4
{
  "formula": "C5H38N3O11",
  "method": "ωB97M-V/def2-TZVPD",
  "homo_energy_ev": -11.6,
  "energy_ev": -32783.61720,
  "charge": 1,
  "homo_lumo_gap_ev": 9.08,
  "de_lowest_kcal_mol": 118.04,
  "e_lumo_ha": -0.0910,
  "symbols": ["O", "O", "O", "O", "O", "O", "O", "O", "O", "O", "O", "N", "N", "N", "C", "C", "C", "C", "C", "H", "H", "H", "H", "H", "H", "H", "H", "H", "H", "H", "H", "H", "H", "H", "H", "H", "H", "H", "H", "H", "H", "H", "H", "H", "H", "H", "H", "H", "H", "H", "H", "H", "H", "H", "H", "H", "H"],
  "coordinates": [[-2.77, 0.90, -2.14], [1.97, -2.26, -3.36], [-1.01, -3.45, -1.58], [1.26, 4.19, 1.39], [-3.41, 2.84, 1.54], [-1.12, 2.75, -1.53], [-1.91, -1.01, -3.96], [2.42, -2.60, -0.27], [2.80, 0.41, 3.46], [-4.78, 1.04, -0.44], [4.57, -1.22, -0.16], [-1.18, -2.33, 1.56], [1.47, 2.13, -1.27], [0.76, 0.63, 0.69], [2.55, 1.70, -0.34], [-2.61, -2.11, 1.77], [2.09, 0.39, 0.29], [-0.47, -1.15, 1.99], [-0.06, -0.71, 0.58], [0.32, -1.56, 2.76], [-0.99, -3.42, -0.58], [5.00, -0.67, 0.47], [-1.56, 2.77, -0.59], [0.71, 2.66, -0.85], [-1.02, -0.33, 0.01], [-4.28, 1.59, 0.09], [-1.09, -0.38, 2.61], [-2.72, 2.73, 2.15], [1.86, -1.95, -4.22], [-3.37, 1.37, -2.68], [2.86, 0.03, 1.16], [0.74, 0.94, 1.60], [-1.00, -4.46, -1.68], [-5.37, 0.60, 0.26], [-3.00, -1.74, 0.83], [0.36, -1.39, -0.10], [2.40, 0.89, 4.13], [2.91, 2.53, 0.32], [3.13, -0.34, 3.71], [-3.01, -2.77, 2.36], [0.70, 1.44, -1.55], [-2.86, -1.36, 2.51], [1.86, 3.94, 2.03], [-1.68, 1.99, -1.90], [2.63, -2.65, -1.19], [2.09, -0.46, -0.49], [1.20, -2.84, -3.22], [-0.86, -3.28, 2.16], [3.57, 1.43, -0.88], [-3.19, 3.68, 1.18], [-2.09, -0.31, -3.44], [2.67, -3.55, 0.07], [1.71, 4.90, 1.05], [-3.34, 0.43, -1.55], [1.73, 2.82, -1.97], [-1.55, -1.73, -3.35], [3.98, -1.70, 0.55]]
}

---

Copy entry 4 word for word.
{
  "formula": "C5H38N3O11",
  "method": "ωB97M-V/def2-TZVPD",
  "homo_energy_ev": -11.6,
  "energy_ev": -32783.61720,
  "charge": 1,
  "homo_lumo_gap_ev": 9.08,
  "de_lowest_kcal_mol": 118.04,
  "e_lumo_ha": -0.0910,
  "symbols": ["O", "O", "O", "O", "O", "O", "O", "O", "O", "O", "O", "N", "N", "N", "C", "C", "C", "C", "C", "H", "H", "H", "H", "H", "H", "H", "H", "H", "H", "H", "H", "H", "H", "H", "H", "H", "H", "H", "H", "H", "H", "H", "H", "H", "H", "H", "H", "H", "H", "H", "H", "H", "H", "H", "H", "H", "H"],
  "coordinates": [[-2.77, 0.90, -2.14], [1.97, -2.26, -3.36], [-1.01, -3.45, -1.58], [1.26, 4.19, 1.39], [-3.41, 2.84, 1.54], [-1.12, 2.75, -1.53], [-1.91, -1.01, -3.96], [2.42, -2.60, -0.27], [2.80, 0.41, 3.46], [-4.78, 1.04, -0.44], [4.57, -1.22, -0.16], [-1.18, -2.33, 1.56], [1.47, 2.13, -1.27], [0.76, 0.63, 0.69], [2.55, 1.70, -0.34], [-2.61, -2.11, 1.77], [2.09, 0.39, 0.29], [-0.47, -1.15, 1.99], [-0.06, -0.71, 0.58], [0.32, -1.56, 2.76], [-0.99, -3.42, -0.58], [5.00, -0.67, 0.47], [-1.56, 2.77, -0.59], [0.71, 2.66, -0.85], [-1.02, -0.33, 0.01], [-4.28, 1.59, 0.09], [-1.09, -0.38, 2.61], [-2.72, 2.73, 2.15], [1.86, -1.95, -4.22], [-3.37, 1.37, -2.68], [2.86, 0.03, 1.16], [0.74, 0.94, 1.60], [-1.00, -4.46, -1.68], [-5.37, 0.60, 0.26], [-3.00, -1.74, 0.83], [0.36, -1.39, -0.10], [2.40, 0.89, 4.13], [2.91, 2.53, 0.32], [3.13, -0.34, 3.71], [-3.01, -2.77, 2.36], [0.70, 1.44, -1.55], [-2.86, -1.36, 2.51], [1.86, 3.94, 2.03], [-1.68, 1.99, -1.90], [2.63, -2.65, -1.19], [2.09, -0.46, -0.49], [1.20, -2.84, -3.22], [-0.86, -3.28, 2.16], [3.57, 1.43, -0.88], [-3.19, 3.68, 1.18], [-2.09, -0.31, -3.44], [2.67, -3.55, 0.07], [1.71, 4.90, 1.05], [-3.34, 0.43, -1.55], [1.73, 2.82, -1.97], [-1.55, -1.73, -3.35], [3.98, -1.70, 0.55]]
}